# 1
C6H8N2O | ωB97M-V with the def2-TZVPD basis set

Last column: natural (NBO) charge in e.
Cartesian coordinates (Å):
C (-0.61, -0.90, 0.58)  -0.026
C (-0.73, 0.57, 0.40)  -0.273
C (0.35, -1.80, 0.34)  -0.133
C (2.68, -1.58, -0.46)  0.470
C (0.40, 1.20, -0.47)  -0.014
C (-2.08, 0.93, -0.21)  -0.618
N (1.59, -1.60, -0.12)  -0.205
N (1.46, 1.59, -0.06)  0.424
O (2.44, 1.95, 0.39)  0.043
H (-1.53, -1.32, 0.99)  0.284
H (-0.66, 1.03, 1.40)  0.295
H (0.17, -2.86, 0.55)  0.302
H (3.70, -1.61, -0.77)  0.326
H (0.14, 1.33, -1.52)  0.345
H (-2.30, 0.34, -1.10)  0.246
H (-2.15, 1.99, -0.47)  0.260
H (-2.86, 0.75, 0.52)  0.276

Calculated values
spin multiplicity: 1
SMILES string: C#[N+]/C=C\[C@H](C)C=[N+]=O
DFT total energy: -11355.125 eV
net charge: +2

=====

# 2
C2H3NP2 | ωB97M-V with the def2-TZVPD basis set

Last column: natural (NBO) charge in e.
Cartesian coordinates (Å):
C (0.40, 1.26, 0.07)  0.438
C (-0.87, 1.07, -0.01)  -0.637
N (1.53, 1.63, -0.09)  -0.737
P (2.74, 0.40, 0.03)  0.519
P (1.44, -1.19, -0.01)  -0.046
H (-1.68, 1.42, 0.76)  0.263
H (-1.38, 0.51, -0.77)  0.258
H (2.41, -2.04, -0.07)  -0.058

Calculated values
spin multiplicity: 1
DFT total energy: -22187.084 eV
net charge: 0

=====

# 3
C4H10O3 | ωB97M-V with the def2-TZVPD basis set

Last column: natural (NBO) charge in e.
Cartesian coordinates (Å):
C (-2.07, -0.25, -2.01)  0.010
O (-2.40, 0.32, -3.18)  -0.977
C (-0.75, 0.30, -1.35)  -0.435
C (-0.45, -0.09, 0.11)  -0.419
C (0.94, 0.19, 0.74)  -0.032
O (0.87, 0.04, 2.13)  -0.823
H (-2.02, -1.39, -2.01)  0.044
H (-2.81, -0.06, -1.21)  0.056
H (0.12, 0.13, -1.99)  0.166
H (-0.93, 1.38, -1.31)  0.173
H (-0.48, -1.19, 0.20)  0.166
H (-1.20, 0.28, 0.82)  0.183
H (1.62, -0.56, 0.30)  0.133
H (1.29, 1.22, 0.54)  0.121
H (1.83, -0.22, 2.45)  0.510
H (3.35, -1.25, 2.61)  0.396
O (3.27, -0.37, 2.93)  -1.272

Calculated values
spin multiplicity: 1
DFT total energy: -10449.769 eV
net charge: -2

=====

# 4
C30H55Cl10N5 | ωB97M-V with the def2-TZVPD basis set

Last column: Löwdin charge in e.
Cartesian coordinates (Å):
C (0.31, -2.29, 1.59)  -0.176
C (-0.46, -1.90, 2.87)  -0.374
C (0.40, -2.10, 4.16)  -0.154
C (0.71, -3.48, 4.42)  -0.241
N (1.02, -4.58, 4.66)  0.142
H (0.66, -3.32, 1.56)  0.076
H (1.14, -1.59, 1.46)  -0.002
H (-0.20, -2.20, 0.64)  -0.012
H (-1.40, -2.45, 2.85)  -0.062
H (-0.72, -0.85, 2.72)  -0.122
H (-0.14, -1.75, 5.04)  0.122
H (1.36, -1.59, 4.09)  0.085
C (2.38, 0.94, 3.33)  -0.087
C (3.26, 2.13, 2.87)  -0.207
C (4.12, 1.84, 1.57)  -0.170
C (3.27, 1.55, 0.41)  -0.164
N (2.59, 1.29, -0.50)  0.137
H (1.72, 1.40, 4.07)  0.092
H (2.84, 0.00, 3.65)  0.068
H (1.68, 0.74, 2.52)  0.024
H (3.97, 2.22, 3.69)  0.108
H (2.69, 3.04, 2.71)  0.053
H (4.72, 0.94, 1.72)  0.106
H (4.77, 2.67, 1.31)  0.106
C (-4.31, 2.98, -0.44)  -0.086
C (-3.94, 3.19, -1.91)  -0.225
C (-2.49, 3.65, -2.20)  -0.178
C (-1.38, 2.77, -1.82)  -0.262
N (-0.54, 2.08, -1.47)  -0.017
H (-3.87, 2.09, 0.01)  0.032
H (-5.38, 3.00, -0.26)  0.084
H (-3.88, 3.75, 0.21)  0.080
H (-4.54, 3.96, -2.39)  0.115
H (-4.20, 2.28, -2.45)  0.076
H (-2.37, 4.67, -1.83)  0.125
H (-2.29, 3.77, -3.27)  0.088
C (4.58, -2.64, 2.32)  -0.044
C (3.45, -1.69, 1.84)  -0.229
C (2.79, -1.98, 0.49)  -0.224
C (2.32, -3.32, 0.41)  -0.225
N (1.94, -4.40, 0.40)  0.204
H (4.11, -3.53, 2.73)  0.079
H (5.22, -2.17, 3.06)  0.071
H (5.22, -2.81, 1.45)  0.079
H (3.83, -0.68, 1.72)  0.063
H (2.64, -1.49, 2.55)  0.059
H (3.57, -1.84, -0.26)  0.148
H (1.95, -1.29, 0.35)  0.017
C (-2.69, -0.04, -0.70)  -0.123
C (-2.17, -0.73, -1.93)  -0.420
C (-2.93, -0.67, -3.26)  -0.157
C (-2.84, 0.76, -3.72)  -0.151
N (-2.78, 1.87, -4.05)  0.164
H (-2.97, 0.99, -0.91)  0.057
H (-1.91, -0.02, 0.07)  -0.008
H (-3.55, -0.54, -0.25)  0.037
H (-1.87, -1.73, -1.63)  -0.032
H (-1.25, -0.19, -2.19)  -0.096
H (-3.97, -0.98, -3.20)  0.122
H (-2.49, -1.35, -4.00)  0.081
Cl (-1.69, -3.60, -2.51)  0.662
C (-0.44, -3.94, -1.26)  -0.715
C (0.01, -5.41, -1.23)  -0.636
Cl (-1.39, -6.46, -0.88)  0.538
H (-0.92, -3.63, -0.33)  0.054
H (0.34, -3.19, -1.39)  -0.145
H (0.73, -5.49, -0.41)  0.004
H (0.59, -5.80, -2.06)  0.079
Cl (-0.01, -0.33, -3.50)  0.798
C (0.10, 1.46, -3.48)  -0.651
C (0.95, 1.95, -4.67)  -0.657
Cl (2.66, 1.53, -4.47)  0.574
H (0.48, 1.80, -2.52)  -0.046
H (-0.88, 1.91, -3.67)  0.022
H (0.94, 3.04, -4.67)  -0.008
H (0.58, 1.48, -5.58)  0.071
Cl (-0.85, 0.25, 1.65)  0.931
C (0.57, 0.43, 0.63)  -0.497
C (0.41, 0.06, -0.87)  -0.520
Cl (0.26, -1.71, -1.16)  0.823
H (1.41, -0.03, 1.13)  0.020
H (0.87, 1.48, 0.70)  0.025
H (1.31, 0.45, -1.35)  0.037
H (-0.45, 0.48, -1.40)  -0.034
Cl (2.67, 4.42, 0.65)  0.699
C (1.35, 3.61, -0.26)  -0.600
C (1.77, 3.43, -1.69)  -0.547
Cl (0.49, 3.93, -2.81)  0.860
H (0.48, 4.27, -0.22)  0.071
H (1.00, 2.69, 0.20)  0.020
H (2.03, 2.39, -1.89)  0.013
H (2.61, 4.11, -1.83)  0.072
Cl (-3.00, -1.88, 3.19)  0.760
C (-2.96, -0.51, 2.08)  -0.697
C (-4.30, -0.39, 1.33)  -0.714
Cl (-5.66, 0.21, 2.26)  0.589
H (-2.16, -0.76, 1.38)  -0.060
H (-2.69, 0.43, 2.55)  0.059
H (-4.60, -1.36, 0.95)  0.087
H (-4.27, 0.31, 0.50)  0.011

Calculated values
spin multiplicity: 1
DFT total energy: -164653.796 eV
net charge: 0

=====

# 5
C29H26N6O4SV | ωB97M-V with the def2-TZVPD basis set

Last column: Mulliken spin population.
Cartesian coordinates (Å):
V (-0.38, -0.68, 0.26)  2.475
O (-0.09, 1.11, -4.37)  0.001
C (-0.21, 0.28, -3.46)  -0.003
O (0.58, -0.63, -3.12)  0.003
C (-1.55, 0.37, -2.67)  0.039
C (-2.58, 1.01, -3.34)  -0.006
C (-3.85, 1.04, -2.81)  0.009
C (-4.06, 0.41, -1.59)  -0.006
C (-2.98, -0.16, -0.95)  0.049
N (-1.73, -0.17, -1.45)  -0.002
C (-3.23, -0.82, 0.41)  -0.010
O (-4.40, -0.92, 0.79)  0.006
O (-2.19, -1.23, 1.01)  -0.026
H (-2.33, 1.46, -4.29)  0.000
H (-4.67, 1.52, -3.33)  0.001
H (-5.02, 0.36, -1.10)  0.000
C (-0.20, 5.95, -2.06)  0.000
C (-0.69, 4.53, -2.33)  0.000
N (-1.28, 3.91, -1.16)  0.003
C (-0.55, 3.05, -0.33)  0.022
S (1.16, 3.20, -0.28)  0.003
N (-1.32, 2.28, 0.38)  0.023
N (-0.70, 1.27, 1.08)  0.038
C (-0.76, 1.27, 2.38)  0.065
C (-1.34, 2.40, 3.18)  -0.016
C (-0.22, 0.10, 3.03)  0.188
C (-0.19, -0.05, 4.42)  -0.042
C (0.39, -1.17, 4.98)  0.109
C (0.93, -2.15, 4.13)  0.029
C (0.84, -1.96, 2.77)  0.066
N (0.28, -0.87, 2.20)  0.025
H (0.21, 6.40, -2.97)  0.000
H (0.58, 5.92, -1.30)  0.000
H (-1.01, 6.58, -1.69)  0.000
H (0.13, 3.92, -2.72)  -0.001
H (-1.47, 4.56, -3.11)  0.001
H (-2.22, 3.56, -1.28)  -0.003
H (-1.63, 3.20, 2.50)  0.002
H (-0.62, 2.79, 3.90)  0.005
H (-2.22, 2.06, 3.73)  0.005
H (-0.62, 0.72, 5.04)  0.008
H (0.41, -1.29, 6.06)  0.014
H (1.38, -3.05, 4.51)  0.002
H (1.20, -2.70, 2.08)  0.018
N (1.49, -0.16, -0.61)  0.045
C (2.59, -0.84, -0.06)  0.034
C (3.61, -0.12, 0.54)  -0.040
C (4.69, -0.76, 1.13)  0.005
C (4.76, -2.14, 1.11)  -0.003
C (3.73, -2.87, 0.53)  0.006
C (2.62, -2.25, -0.06)  -0.019
C (1.49, -3.07, -0.58)  -0.023
C (1.79, -4.29, -1.20)  -0.018
C (0.78, -5.15, -1.61)  0.026
C (-0.54, -4.78, -1.39)  -0.019
C (-0.83, -3.55, -0.80)  0.019
C (0.16, -2.64, -0.40)  -0.116
H (1.28, -0.45, -1.60)  0.008
H (1.62, 0.85, -0.59)  -0.001
H (3.54, 0.97, 0.54)  -0.002
H (5.48, -0.17, 1.59)  0.000
H (5.59, -2.66, 1.58)  0.000
H (3.75, -3.95, 0.57)  -0.001
H (2.82, -4.57, -1.38)  -0.001
H (1.02, -6.08, -2.10)  0.003
H (-1.35, -5.44, -1.69)  -0.001
H (-1.87, -3.29, -0.65)  0.006

Calculated values
spin multiplicity: 4
DFT total energy: -84153.425 eV
net charge: -2

=====

# 6
C6H8N2O | ωB97M-V with the def2-TZVPD basis set

Last column: natural (NBO) charge in e.
Cartesian coordinates (Å):
N (0.21, -1.23, -2.11)  -0.624
C (-0.88, -0.75, -1.73)  0.530
C (-1.51, 0.60, -1.73)  -0.521
C (-0.94, 1.57, -0.74)  0.114
C (-1.31, 1.84, 0.57)  -0.288
C (-0.47, 2.89, 1.04)  -0.302
C (0.42, 3.17, 0.03)  -0.065
N (0.13, 2.37, -1.03)  -0.497
H (-1.44, 0.99, -2.76)  0.254
H (-2.58, 0.46, -1.50)  0.248
H (-2.15, 1.37, 1.09)  0.218
H (-0.53, 3.39, 2.01)  0.227
H (1.24, 3.89, -0.01)  0.216
H (0.62, 2.38, -1.92)  0.418
O (-1.35, -1.87, -0.70)  -0.796
H (-1.86, -1.38, -0.03)  0.465
H (0.16, -2.24, -1.45)  0.404

Calculated values
spin multiplicity: 1
SMILES string: [H]/N=C(\O)Cc1ccc[nH]1
DFT total energy: -11377.409 eV
net charge: 0